<w>
CH3F2OP | wB97M-V/def2-TZVPD

Values from the calculation:
- highest occupied orbital energy (spin up / spin down) (eV) = -8.126 / -8.155
- LUMO level (spin up / spin down) (eV) = -0.62 / 0.77

Last column: natural (NBO) charge in e.
Positions of all 8 atoms, in Å:
H (1.8017, 0.1156, 1.4779)  0.116
F (2.2091, 0.9954, -0.1930)  -0.314
H (-2.1871, -0.5601, -1.6884)  0.487
P (-1.6325, -0.2062, 0.3891)  0.585
C (1.8822, -0.0783, 0.4710)  0.540
O (-1.8416, 0.1235, -1.2103)  -0.977
H (-2.3202, 0.9096, 0.8142)  -0.115
F (2.0884, -1.2995, -0.0605)  -0.323



<x>
CH3F2OP | wB97M-V/def2-TZVPD

Values from the calculation:
- highest occupied orbital energy (spin up / spin down) (eV) = -8.853 / -7.395
- LUMO level (spin up / spin down) (eV) = 0.05 / 0.35

Last column: natural (NBO) charge in e.
Positions of all 8 atoms, in Å:
F (-1.1097, -0.1726, 0.0359)  -0.312
O (2.0131, 0.8104, -1.2913)  -0.989
F (-1.0852, -1.3030, 1.9028)  -0.330
H (0.0662, 1.7844, -0.6984)  -0.098
C (-1.7517, -0.9364, 0.8272)  0.549
H (-2.2132, -1.8031, 0.3707)  0.096
H (2.8768, 0.3472, -1.1870)  0.506
P (1.2037, 1.2731, 0.0401)  0.579



Name the least stable of them. <w>.



<w>
C6H11N2 | wB97M-V/def2-TZVPD

Values from the calculation:
- structure (SMILES) = [NH3+]CCc1cc[nH]c1
- highest occupied orbital energy (eV) = -11.979
- charge = +1
- LUMO level (eV) = -3.59

Last column: natural (NBO) charge in e.
Positions of all 19 atoms, in Å:
N (2.5227, -0.7264, 0.4444)  -0.677
C (-0.3708, 0.0182, -0.3371)  -0.145
H (1.8961, -1.5296, 0.4563)  0.448
C (0.8159, -0.1710, -1.2416)  -0.433
H (-3.3896, 1.1838, 0.3675)  0.231
N (-1.9136, -0.0152, 1.2568)  -0.494
H (0.6501, 0.2945, -2.1979)  0.263
H (3.5007, -1.0102, 0.3886)  0.451
H (1.8727, 1.2219, -0.0805)  0.240
C (-1.5082, 0.7727, -0.7719)  -0.281
H (-2.5422, -0.4496, 1.9142)  0.425
C (2.1243, 0.2970, -0.5822)  -0.228
H (2.9239, 0.4552, -1.3069)  0.239
H (-0.0826, -1.1075, 1.5404)  0.186
C (-0.6960, -0.5111, 0.8834)  -0.089
H (-1.6252, 1.2785, -1.7182)  0.235
H (0.9774, -1.2154, -1.5646)  0.215
H (2.4475, -0.3117, 1.3774)  0.447
C (-2.4506, 0.6844, 0.2060)  -0.032



<x>
C6H11N2 | wB97M-V/def2-TZVPD

Values from the calculation:
- structure (SMILES) = C1C[C@@]23NC[C@@H]2[NH2+][C@@H]13
- highest occupied orbital energy (eV) = -13.364
- charge = +1
- LUMO level (eV) = -3.27

Last column: natural (NBO) charge in e.
Positions of all 19 atoms, in Å:
H (-2.6652, 0.6511, -0.8643)  0.203
H (-0.6452, 2.1808, -0.6046)  0.447
C (1.1333, -1.2269, 0.4743)  -0.416
N (-1.3754, -1.1932, -0.6705)  -0.588
C (-0.8914, 0.4272, 0.6128)  -0.083
C (-0.1655, -0.6515, -0.1145)  0.137
N (-0.0740, 1.5441, -0.0211)  -0.527
C (1.9896, -0.1102, -0.2954)  -0.360
H (-1.0251, 0.6387, 1.6333)  0.231
H (0.7372, 0.5120, -1.9922)  0.260
H (1.0615, -1.2687, 1.5004)  0.226
C (0.6234, 0.4986, -0.8862)  -0.080
H (-2.9975, -0.2365, 0.7215)  0.252
H (2.4894, 0.4937, 0.2975)  0.203
H (-1.4726, -2.1402, -0.3107)  0.392
H (1.5147, -2.2915, 0.1291)  0.250
C (-2.1569, -0.1182, -0.0316)  -0.226
H (2.5795, -0.4063, -1.0414)  0.231
H (0.6373, 2.0624, 0.5286)  0.449



<y>
C6H11N2 | wB97M-V/def2-TZVPD

Values from the calculation:
- structure (SMILES) = [H]/N=[N+]1\CC=C1C(C)C
- highest occupied orbital energy (eV) = -14.557
- charge = +1
- LUMO level (eV) = -5.65

Last column: natural (NBO) charge in e.
Positions of all 19 atoms, in Å:
N (-2.3931, 0.8165, -1.1272)  -0.183
H (0.9353, -2.7512, -0.1340)  0.244
N (-1.6801, 1.0389, -0.1875)  0.082
H (1.9543, 0.6476, -1.3196)  0.215
H (-3.2285, 1.2367, -1.4025)  0.400
H (0.3378, 1.4911, 2.1008)  0.267
H (-1.2555, 3.1878, 0.5708)  0.262
H (-0.1444, -0.8454, -1.5873)  0.268
H (-0.7168, -2.4054, 0.0212)  0.223
C (0.3338, -0.5349, -0.6380)  -0.327
C (-1.4805, 2.1451, 0.8520)  -0.276
C (-0.3916, 0.4298, 0.1864)  0.194
C (1.8783, -0.2951, -0.8270)  -0.568
C (0.1873, -1.8921, 0.1008)  -0.608
H (-2.3208, 2.1478, 1.6011)  0.237
C (-0.2928, 1.2678, 1.2502)  -0.099
H (2.1167, -1.1620, -1.3468)  0.237
H (2.3700, -0.0129, 0.0821)  0.222
H (0.3040, -1.8091, 1.2632)  0.211



Name the least stable of them. <y>.



<w>
C6H11N2 | wB97M-V/def2-TZVPD

Values from the calculation:
- highest occupied orbital energy (spin up / spin down) (eV) = -12.575 / -12.578
- charge = +1
- LUMO level (spin up / spin down) (eV) = -5.34 / -5.34

Last column: natural (NBO) charge in e.
Positions of all 19 atoms, in Å:
C (-1.3916, -1.0863, 1.0851)  -0.592
H (0.0525, -0.5702, -2.0646)  0.221
H (3.6661, 0.5464, 0.1381)  0.381
H (-2.0760, -0.3830, 1.6274)  0.230
C (-1.1847, 0.9600, -0.2880)  0.454
C (-1.1018, -0.5434, -0.3436)  -0.367
H (2.2934, -1.1070, -0.3733)  0.389
N (1.4131, -0.5434, -0.4401)  -0.600
H (-0.8403, 2.8812, -0.3710)  0.324
H (-1.9941, -0.8041, -0.9028)  0.280
C (0.1775, -0.9974, -1.0429)  -0.199
H (2.7323, 2.1079, 0.7029)  0.445
H (-2.4639, 2.5277, 0.2693)  0.292
N (2.7749, 1.2191, 0.0999)  -0.791
H (0.3704, -2.1351, -1.1984)  0.253
C (1.6344, 0.6829, -0.1706)  0.346
H (-0.4699, -1.0687, 1.7385)  0.235
H (-1.8637, -2.0185, 0.9524)  0.238
C (-1.6005, 2.1309, -0.0973)  -0.540



<x>
C6H11N2 | wB97M-V/def2-TZVPD

Values from the calculation:
- highest occupied orbital energy (eV) = -13.163
- charge = +1
- LUMO level (eV) = -3.50

Last column: natural (NBO) charge in e.
Positions of all 19 atoms, in Å:
H (0.3867, -1.9625, 0.1835)  0.172
C (1.7037, 0.3415, -0.5860)  -0.226
H (-1.2410, -2.0391, 1.5330)  0.449
H (-2.3275, -0.8849, -0.0794)  0.251
H (1.2796, 1.1237, -2.4308)  0.236
H (-2.4621, 0.4526, 1.1690)  0.265
H (-1.2452, 1.7386, -2.0132)  0.276
H (1.1305, -1.4879, 1.7865)  0.238
C (-0.8782, 0.5820, -0.1480)  0.150
N (-1.0600, -1.0380, 1.4743)  -0.510
C (0.9359, 1.3626, -1.4966)  -0.434
C (-1.8446, -0.2422, 0.5407)  -0.319
H (1.7840, -0.5027, -1.2318)  0.188
H (1.3085, 2.3037, -1.2682)  0.239
C (0.4558, -1.1790, 1.0190)  -0.052
H (-1.0523, -0.6393, 2.4595)  0.455
H (2.7047, 0.7969, -0.2686)  0.237
N (0.9178, 0.0832, 0.6320)  -0.432
C (-0.4962, 1.1909, -1.2747)  -0.183



<y>
C6H11N2 | wB97M-V/def2-TZVPD

Values from the calculation:
- highest occupied orbital energy (eV) = -15.521
- charge = +1
- LUMO level (eV) = -3.28

Last column: natural (NBO) charge in e.
Positions of all 19 atoms, in Å:
H (-0.2430, -0.4923, -3.6888)  0.273
H (-0.6543, 1.9715, 1.1013)  0.222
C (2.7750, 0.8865, -0.0340)  0.192
H (-2.2516, 1.6987, 0.5811)  0.231
H (3.7946, 1.4049, -0.0499)  0.287
H (1.3650, -0.4293, -2.9720)  0.260
H (-0.7353, -0.4307, 2.8233)  0.230
C (-0.3806, -0.2677, -0.4898)  0.729
N (-0.1905, -0.6508, -1.5746)  -0.257
H (-0.2663, -1.7561, 1.7191)  0.228
C (0.3052, -0.8721, -2.8021)  -0.490
C (-1.4693, 1.3249, 1.1544)  -0.569
H (-1.8689, -0.8023, 0.6651)  0.285
C (-1.0178, -0.0738, 0.7586)  -0.365
H (0.8320, -0.2415, 1.9375)  0.243
C (-0.1605, -0.7264, 1.8507)  -0.575
H (-1.8000, 1.1377, 2.1631)  0.234
N (1.8212, 0.2870, -0.0793)  -0.428
H (0.1449, -1.9683, -3.0638)  0.271



<z>
C6H11N2 | wB97M-V/def2-TZVPD

Values from the calculation:
- structure (SMILES) = CC1=C[NH+]=CN(C)C1
- highest occupied orbital energy (eV) = -13.056
- charge = +1
- LUMO level (eV) = -3.92

Last column: natural (NBO) charge in e.
Positions of all 19 atoms, in Å:
H (2.2023, -0.6782, -1.6020)  0.238
C (-0.8154, 0.0255, -0.1178)  -0.256
C (-0.7803, 1.0822, 2.1727)  -0.414
H (1.4084, 0.3792, 2.3478)  0.236
H (-0.0103, 1.1248, 3.0585)  0.220
H (-1.0050, 0.1066, -3.0076)  0.239
C (1.1339, 0.1868, 1.2974)  0.392
C (-0.5790, -0.6963, -2.5424)  -0.653
N (1.8621, -0.3977, 0.3450)  -0.523
C (1.3536, -0.6076, -0.9743)  -0.040
H (-1.7113, 0.5834, 2.5410)  0.232
H (-1.6660, -0.7612, 0.1611)  0.233
H (-1.4300, -1.3409, -2.4754)  0.246
C (0.0571, -0.3566, -1.2579)  0.021
N (-0.1715, 0.3582, 1.1574)  -0.317
H (-1.2072, 2.0423, 1.9714)  0.237
H (-1.3499, 0.9470, -0.4400)  0.228
H (0.0070, -1.2393, -3.2791)  0.253
H (2.7014, -0.7582, 0.6444)  0.430



Name the least stable of them. <w>.